{
  "formula": "C6H13NO",
  "method": "ωB97M-V/def2-TZVPD",
  "spin_multiplicity": 1,
  "gap_ev": 9.707,
  "homo_ev": -8.675,
  "species": ["C", "C", "C", "N", "C", "C", "C", "O", "H", "H", "H", "H", "H", "H", "H", "H", "H", "H", "H", "H", "H"],
  "xyz": [[2.44765, -1.84826, 1.13781], [1.99514, -0.58703, 0.34681], [0.48275, -0.67356, 0.13573], [0.02161, 0.64026, -0.36566], [-1.33779, 0.62680, -0.83130], [-1.70592, 2.01767, -1.32935], [-2.41848, 0.25130, 0.24454], [-2.17214, 0.35080, 1.42213], [2.07214, -1.75443, 2.15834], [3.52928, -1.93985, 1.23308], [2.06206, -2.74397, 0.65322], [2.28398, 0.25055, 0.97071], [2.51318, -0.55097, -0.61096], [0.09956, -1.44066, -0.52457], [0.06492, -0.84701, 1.13627], [0.17901, 1.35342, 0.33429], [-1.43528, -0.21365, -1.52996], [-1.28810, 2.11670, -2.33673], [-1.23119, 2.77017, -0.70139], [-2.74592, 2.31798, -1.44914], [-3.41648, -0.09628, -0.09387]],
  "atomic_forces_ev_per_a": [[-0.026, 0.656, -0.210], [0.214, -2.044, 0.032], [0.306, 2.033, 1.149], [-0.116, -0.841, -0.274], [-1.438, -0.397, 1.311], [0.462, 0.257, -1.435], [1.324, 0.439, 0.500], [-0.394, -0.103, -0.231], [-0.193, -0.325, -0.044], [0.052, 0.074, -0.219], [-0.009, -0.149, 0.192], [-0.250, 0.538, -0.218], [0.039, 0.256, -0.001], [0.433, -0.320, -0.301], [-0.252, -0.271, -0.154], [-0.157, -0.005, 0.067], [0.027, 0.533, -0.612], [0.143, 0.229, 0.155], [0.020, -0.071, 0.119], [-0.262, -0.566, 0.354], [0.077, 0.078, -0.181]]
}